# 1
{"formula": "C5H6BrFN2", "method": "wB97M-V/def2-TZVPD", "homo_lumo_gap_ha": 0.31607, "smiles": "N/C(F)=C/C=C\\C=N\\Br", "homo_energy_ev": -8.1, "lumo_energy_ev": 0.55, "symbols": ["H", "N", "C", "N", "C", "C", "H", "H", "F", "H", "C", "H", "H", "Br", "C"], "coordinates": [[-0.0475, -2.3044, -2.0325], [-0.5580, 2.1045, 1.4337], [-0.1964, -1.6224, -1.0844], [-1.2216, -2.2248, 1.0562], [-1.3937, -1.9182, -0.1688], [-0.3906, 1.0334, 0.6143], [-2.3297, -2.3257, -0.5007], [1.6110, -0.5895, -1.4751], [-1.5948, 0.8050, -0.0015], [-1.5499, 2.3314, 1.8117], [0.7097, -0.6684, -0.7435], [1.6921, 0.8690, 0.4936], [0.1806, 2.2173, 2.0707], [-2.6673, -2.8584, 2.0142], [0.7238, 0.4006, 0.1983]], "atomic_forces_ev_per_a": [[-0.4224, 1.5336, 2.1810], [-2.4431, 0.5313, 0.4892], [-0.3633, -0.1641, 0.3773], [1.8030, 1.2054, 0.1385], [0.7797, -2.2006, -0.1865], [-1.2742, 0.3281, -1.2138], [-0.6807, 0.7026, -1.4092], [-1.4601, -0.3882, 1.3224], [0.7908, -0.4457, 0.5556], [2.6216, -0.8420, -1.1084], [1.4025, -0.9132, -3.3122], [-0.9086, -0.6902, -0.0935], [0.7325, 0.3717, 1.0386], [-0.5146, -0.0869, -0.0111], [-0.0632, 1.0582, 1.2320]], "mulliken_charge": [0.247, -0.518, -0.292, -0.385, -0.269, 0.548, 0.516, 0.218, -0.249, 0.277, -0.031, 0.248, 0.222, -0.090, -0.440]}

# 2
{"formula": "C5H6BrIN2O", "method": "wB97M-V/def2-TZVPD", "homo_lumo_gap_ha": [0.27482, 0.23644], "homo_energy_ev": [-7.9, -7.4], "lumo_energy_ev": [-0.40, -0.99], "symbols": ["C", "O", "N", "C", "H", "H", "Br", "H", "H", "H", "H", "C", "C", "C", "N", "I"], "coordinates": [[1.1714, 1.3024, -1.5549], [0.1711, -1.7847, -0.2225], [-0.2771, 0.2359, 0.5957], [-1.0014, 2.0931, -0.9327], [-1.7442, 1.6969, -1.7127], [2.0790, -1.6686, 0.2238], [-0.5192, 2.7475, 1.7834], [-1.3404, 3.1779, -0.6944], [1.3847, -3.0354, 0.7975], [1.1042, -1.3741, 1.5019], [-1.2015, -0.5240, -1.0740], [1.2322, -1.9679, 0.6991], [-0.4556, -0.6941, -0.2745], [-0.8366, 1.4461, 0.4218], [0.2145, 2.0382, -1.5937], [2.6561, 1.5424, -2.9801]], "atomic_forces_ev_per_a": [[-0.3763, -0.2306, 0.1638], [0.1586, -3.0291, -0.9694], [-0.2299, 1.3401, 0.8154], [-3.0870, 1.4787, 0.7122], [0.5249, 0.1592, 1.5798], [2.6230, 1.2772, -1.4883], [0.0139, -0.4153, -0.0140], [0.7126, -1.7336, -0.8578], [-0.5664, -0.1123, 0.6659], [-0.5609, 1.3487, 3.1317], [0.4886, -0.8592, 0.1097], [-0.8045, -2.2868, -1.7764], [-1.2949, 3.1317, -0.4069], [-0.2558, -0.5580, -0.0985], [1.6154, 0.5711, -0.8799], [1.0387, -0.0819, -0.6872]], "mulliken_charge": [-0.089, -0.271, -0.389, -0.653, 0.249, 0.352, -0.167, 0.323, 0.236, 0.428, 0.316, -0.840, 0.224, 0.334, -0.105, 0.051]}

# 3
{"formula": "C5H6Cl2O", "method": "wB97M-V/def2-TZVPD", "homo_lumo_gap_ha": 0.35513, "smiles": "ClC1=COCC[C@H]1Cl", "homo_energy_ev": -9.0, "lumo_energy_ev": 0.67, "symbols": ["C", "H", "H", "O", "Cl", "C", "H", "C", "C", "H", "H", "C", "Cl", "H"], "coordinates": [[-0.4682, 1.2397, 0.8653], [0.9527, -2.1696, -0.2697], [1.3528, -0.7886, 0.7286], [-1.1012, 0.2895, 1.5311], [1.1745, 2.6588, -0.9295], [0.3670, -1.0325, 0.0691], [-1.4313, -1.6695, 1.1915], [0.5793, -0.0709, -0.9728], [0.3705, 1.2202, -0.2560], [-0.4765, 2.1784, 1.2847], [1.6091, -0.3730, -1.2099], [-1.0048, -0.7680, 0.6893], [-0.2973, -0.0209, -2.5663], [-1.6265, -0.6937, -0.1554]], "atomic_forces_ev_per_a": [[3.3128, 2.3990, -2.8113], [-3.1610, 2.7205, 0.9149], [-2.7018, -0.3054, -0.5863], [0.5968, 0.9721, -0.1347], [-0.8390, -0.8123, 0.7668], [3.7320, -4.1926, 1.9570], [0.5988, 0.6139, 0.0248], [2.1382, 1.6044, -1.5885], [-1.5520, -0.3174, 1.1358], [-0.5556, 1.9638, 1.3736], [-0.0125, 1.4290, -0.7574], [-0.3317, -6.2492, 0.4015], [-0.0624, -0.5929, 0.5001], [-1.1625, 0.7670, -1.1963]], "mulliken_charge": [-0.284, 0.266, 0.296, -0.352, -0.176, -0.552, 0.326, -0.048, 0.145, 0.468, 0.330, -0.644, -0.175, 0.398]}

# 4
{"formula": "C5H6Cl3P", "method": "wB97M-V/def2-TZVPD", "homo_lumo_gap_ha": 0.37678, "smiles": "ClP1CC=CCC1(Cl)Cl", "homo_energy_ev": -9.5, "lumo_energy_ev": 0.74, "symbols": ["Cl", "H", "C", "H", "Cl", "C", "C", "H", "H", "H", "Cl", "C", "P", "H", "C"], "coordinates": [[0.2674, -3.6870, -1.0991], [0.8383, 1.3243, -0.8821], [-0.2871, -2.0143, -0.6157], [1.8031, -1.4152, -0.5977], [-1.7610, -1.6053, -1.5328], [0.7820, -1.0141, -1.0416], [-0.3484, 0.6869, 0.5125], [0.6006, -1.1538, -2.1306], [-0.9005, -0.1985, 2.4672], [-0.5152, 1.7900, 0.6650], [1.2753, -2.1250, 1.7654], [0.4521, 0.4283, -0.5140], [-0.5877, -2.1763, 1.2539], [-2.1988, -0.4369, 1.2653], [-1.0787, -0.2331, 1.3833]], "atomic_forces_ev_per_a": [[-0.1284, 0.4403, -0.1451], [1.0909, 0.7536, -1.4456], [0.1513, -0.7550, 0.5942], [-1.9074, 1.0248, -1.5106], [-0.2572, -0.3117, 0.4636], [0.6407, 0.1232, 0.9001], [-0.4617, 1.6205, -0.0806], [1.3831, 0.8065, 0.3733], [-0.0720, 0.9315, -0.2176], [0.1360, -1.1866, 0.2618], [2.7268, -0.0324, 1.1564], [-0.5004, -2.5860, 0.5843], [-2.9978, 2.1359, -1.7591], [1.3024, 1.1246, -0.1553], [-1.1063, -4.0891, 0.9804]], "mulliken_charge": [-0.143, 0.415, 0.138, 0.351, -0.109, -0.834, -0.078, 0.397, 0.420, 0.251, -0.168, -0.308, 0.229, 0.357, -0.919]}

# 5
{"formula": "C5H6ClNO", "method": "wB97M-V/def2-TZVPD", "homo_lumo_gap_ha": 0.32483, "smiles": "O/N=C/C=C\\C=C/Cl", "homo_energy_ev": -9.0, "lumo_energy_ev": -0.13, "symbols": ["H", "C", "H", "H", "H", "H", "Cl", "N", "H", "C", "C", "C", "C", "O"], "coordinates": [[3.3309, -1.7397, 0.3505], [-2.5211, -1.0168, -0.1074], [2.5314, 1.4473, -0.0525], [-1.7109, 1.4968, 0.2496], [0.4459, 2.4834, 0.0719], [-2.7106, -2.1336, 0.0942], [-3.9353, -0.0334, -0.0859], [1.8550, -0.6313, -0.2542], [-0.5350, -1.3904, -0.0021], [1.6946, 0.6577, -0.1493], [-0.8322, 0.8731, -0.0384], [-1.2835, -0.6164, -0.0082], [0.3915, 1.3895, -0.0634], [3.2793, -0.7862, -0.0048]], "atomic_forces_ev_per_a": [[-0.0781, 2.1115, -0.9992], [-1.3239, -2.6226, 1.3754], [-0.7017, -2.0088, 0.0153], [0.9466, -0.0839, -0.6880], [0.2894, -0.7077, -0.1785], [-0.0516, 1.9037, -0.7659], [0.0046, 0.0513, -0.2134], [1.3714, 2.9835, 1.1217], [0.2850, -0.0021, 0.1225], [-0.4462, 0.8777, -0.1651], [-2.3461, -2.1295, 1.2926], [2.3043, 2.8622, -0.9217], [0.3480, -0.3833, -0.3672], [-0.6016, -2.8520, 0.3714]], "mulliken_charge": [0.341, -0.198, 0.253, 0.267, 0.250, 0.291, -0.178, -0.276, 0.373, 0.188, -0.141, -0.275, -0.437, -0.459]}

# 6
{"formula": "C5H6CrO3", "method": "wB97M-V/def2-TZVPD", "homo_lumo_gap_ha": [0.22913, 0.26287], "homo_energy_ev": [-17.7, -18.6], "charge": 2, "multiplicity": 5, "s_squared": 6.013, "lumo_energy_ev": [-11.49, -11.47], "symbols": ["H", "C", "O", "H", "O", "H", "C", "C", "Cr", "O", "H", "C", "H", "H", "C"], "coordinates": [[-0.7768, 1.0403, -0.4965], [3.5211, 0.3812, -0.9895], [1.3202, -0.3475, 0.5115], [-3.2519, 0.6836, -1.6657], [3.7346, 0.0853, -2.0871], [-0.2511, -1.5099, 1.1314], [-2.4204, -0.1558, 0.2382], [-0.9996, 0.3548, 0.3337], [2.3872, 0.5682, 1.6065], [3.6742, 0.7939, 0.1227], [-0.0568, -1.3224, -0.6366], [-3.2551, 0.0976, -0.7454], [-2.7507, -0.7938, 1.0702], [-0.8870, 0.9180, 1.2756], [0.0124, -0.7934, 0.3311]], "atomic_forces_ev_per_a": [[-0.0591, -0.1430, 0.2669], [2.7939, 0.0469, -2.1804], [-0.6439, 0.0359, -0.5946], [-1.9755, -0.5487, -0.4294], [-1.5596, 0.2771, 2.1654], [0.0107, 0.1424, -0.3207], [-4.0313, -1.0821, -0.8797], [0.9797, 1.2347, -0.6229], [0.1849, 0.2056, 1.0509], [-0.5939, -0.1863, -0.5771], [0.1477, 0.1224, 0.4002], [5.6701, 1.1976, 1.9426], [0.0146, -0.0047, -0.0165], [-0.5471, -0.1118, -0.2491], [-0.3911, -1.1862, 0.0445]], "mulliken_charge": [0.335, 0.870, -0.781, 0.363, -0.148, 0.351, -0.195, -0.211, 1.611, -0.650, 0.327, 0.015, 0.373, 0.301, -0.559]}

# 7
{"formula": "C5H6CuO4", "method": "wB97M-V/def2-TZVPD", "homo_lumo_gap_ha": 0.28818, "homo_energy_ev": -13.3, "charge": 1, "lumo_energy_ev": -5.43, "symbols": ["C", "C", "H", "H", "H", "H", "O", "C", "Cu", "C", "O", "C", "O", "H", "H", "O"], "coordinates": [[-1.5560, 0.7265, 2.5022], [1.0397, 0.8581, -0.2527], [-2.5928, 1.1050, 2.4850], [1.3444, 2.6793, -0.5385], [-2.1742, -1.4438, 2.1869], [0.6134, -2.4645, -2.1959], [-0.5939, 1.4671, 2.4981], [-1.3105, -0.7783, 2.3628], [1.4909, 0.4137, 2.3080], [0.4963, -1.5676, -2.8060], [1.2094, 1.8698, -1.0477], [0.5783, -0.3539, -2.2797], [-0.1692, -1.1785, 2.3875], [0.3423, -1.6721, -3.8793], [0.5168, 0.5817, -2.8314], [0.7651, -0.2425, -0.8994]], "atomic_forces_ev_per_a": [[0.4937, 0.7144, -0.4705], [0.4993, -0.8780, 0.9126], [0.2297, -0.0372, 0.1663], [0.1080, -0.0315, 0.0262], [0.2460, 0.0614, 0.1256], [-0.1030, 0.2815, -0.1854], [-0.5873, -0.5212, 0.3557], [0.4104, -0.2841, -0.0204], [-0.9346, 0.1024, -1.2319], [0.1220, 0.3000, 0.1474], [-0.1878, 0.4156, -0.3094], [-0.0388, -0.1304, -0.9863], [-0.2938, 0.1691, 0.0533], [0.0390, 0.0260, 0.3511], [-0.0305, -0.3003, 0.1877], [0.0275, 0.1124, 0.8779]], "mulliken_charge": [0.082, 0.152, 0.365, 0.386, 0.372, 0.260, -0.384, 0.155, 0.648, -0.623, -0.443, 0.019, -0.395, 0.258, 0.318, -0.170]}

# 8
{"formula": "C5H6CuO4S", "method": "wB97M-V/def2-TZVPD", "homo_lumo_gap_ha": [0.31749, 0.19453], "homo_energy_ev": [-18.2, -18.2], "charge": 2, "multiplicity": 2, "s_squared": 0.758, "lumo_energy_ev": [-9.60, -12.94], "symbols": ["Cu", "H", "C", "C", "H", "O", "O", "C", "S", "H", "O", "H", "O", "H", "H", "C", "C"], "coordinates": [[0.3554, -1.1223, -1.5807], [-1.4474, 1.7552, 1.8626], [0.3542, 3.2884, -3.9361], [1.7489, -1.1234, -2.7323], [1.2419, -0.7668, 2.4552], [0.2997, 4.1367, -3.1842], [2.7573, -1.2301, -3.2723], [-1.0936, -1.1255, -2.7431], [-0.7589, -0.3772, 1.1593], [0.5338, -2.2504, 1.6571], [-2.1502, -1.2377, -3.1814], [0.1635, 1.3411, 2.6318], [0.1079, 0.0422, -0.0754], [-0.2399, -1.5494, 3.1402], [-1.3615, 0.5760, 3.2331], [0.3334, -1.3455, 2.2207], [-0.8444, 0.9887, 2.3454]], "atomic_forces_ev_per_a": [[-0.4291, 1.6592, 2.1978], [0.0364, 0.2395, 0.3059], [-0.0738, 1.0553, 1.0637], [7.0172, -1.1219, -3.3341], [-0.3831, -0.1894, -0.2508], [0.0726, -1.0878, -1.0361], [-4.2191, 0.6333, 1.8581], [-6.5106, -0.8240, -2.0838], [0.5947, 0.4506, 1.9890], [0.2565, -0.3217, 0.3481], [4.4447, 0.5905, 1.3681], [-0.4401, -0.2141, -0.3705], [-0.3725, -0.9785, -0.3029], [0.1724, -0.0973, -0.4237], [0.0833, 0.1129, -0.5426], [-0.0177, -0.3479, -0.3229], [-0.2318, 0.4412, -0.4632]], "mulliken_charge": [-0.088, 0.384, 0.129, 0.718, 0.391, -0.126, -0.005, 0.650, 0.665, 0.347, -0.010, 0.372, -0.384, 0.439, 0.448, -0.969, -0.960]}

Maximum force for every record listed, in sequence, given in eV Å⁻¹: 3.71 3.50 6.27 4.35 3.79 6.11 1.55 7.85.
Relative energy (zero: lowest compared OMol25 entry of this formula, charge and spin) for every record listed, in sequence, given in eV: 1.260 2.685 2.726 0.000 3.841 1.214 0.000 0.000.